{"formula": "C16H40CrO18S5", "method": "wB97M-V/def2-TZVPD", "charge": 0, "orbital_gap_ev": [8.22, 7.95], "homo_energy_ev": [-8.63, -8.60], "largest_force_ev_per_a": 8.32, "s_squared": 6.0188, "multiplicity": 5, "total_energy_ev": -136689.4715, "de_lowest_kcal_mol": 0.0, "elements": ["C", "O", "H", "H", "C", "H", "O", "H", "C", "C", "H", "H", "C", "O", "H", "H", "S", "H", "O", "C", "H", "H", "O", "O", "S", "H", "H", "H", "H", "H", "H", "H", "O", "O", "H", "H", "H", "C", "H", "C", "O", "H", "S", "H", "H", "H", "H", "H", "H", "C", "H", "H", "S", "C", "S", "H", "Cr", "H", "O", "H", "C", "H", "O", "H", "C", "O", "H", "O", "O", "H", "H", "O", "H", "C", "O", "O", "C", "C", "O", "C"], "positions_angstrom": [[20.3033, 16.1271, -7.6801], [14.4766, 15.0256, -4.9943], [18.3282, 5.7926, -5.8015], [15.6568, 16.3644, -7.6724], [19.1267, 10.7717, -3.5554], [14.6848, 12.4495, -5.7612], [21.6181, 13.1076, -9.2082], [16.1787, 14.8612, -6.8755], [16.6292, 13.7317, -4.1668], [20.8887, 12.0950, -6.8514], [17.9837, 8.5783, -12.3094], [18.5693, 7.5764, -6.0427], [20.8863, 9.2830, -10.6502], [17.7603, 12.0668, -6.8255], [15.5781, 9.3480, -11.7432], [17.3683, 14.4377, -3.7951], [20.8827, 12.0016, -8.6470], [16.1892, 8.0543, -7.1780], [16.3805, 15.6370, -10.3670], [18.2490, 6.7854, -5.3675], [14.0083, 10.1979, -5.6924], [14.7821, 14.8229, -7.9736], [17.8932, 7.2824, -9.4514], [16.8117, 9.5553, -9.6909], [14.9417, 14.3127, -3.8270], [20.6571, 9.4009, -4.3231], [20.1907, 12.8988, -6.6405], [21.0973, 15.6024, -8.2121], [19.5007, 10.8983, -2.5400], [18.4425, 15.7507, -6.6632], [13.3278, 10.3226, -4.0501], [20.2645, 10.0948, -11.0142], [18.9807, 5.9639, -2.9148], [14.1768, 12.9178, -3.7487], [17.2598, 7.0139, -12.8584], [20.2363, 17.1672, -8.0072], [18.9974, 14.4213, -7.5714], [19.5849, 9.4410, -4.1428], [14.7873, 8.3269, -8.2851], [18.9329, 15.5121, -7.6108], [14.8582, 14.9250, -2.5441], [16.7124, 13.5430, -5.2347], [19.4195, 6.8651, -3.9513], [15.4249, 6.7081, -8.0943], [19.4524, 11.6142, -4.1716], [15.0249, 10.5602, -4.3317], [21.9050, 12.3324, -6.5466], [20.8089, 16.2548, -6.7149], [21.7656, 8.6284, -8.7257], [15.7990, 8.3116, -12.0101], [20.2238, 9.4524, -8.5741], [18.0449, 10.8977, -3.6238], [16.7261, 8.1117, -9.5462], [14.0365, 10.7549, -4.7597], [16.8984, 15.0491, -9.1635], [20.6150, 11.0923, -6.5334], [17.1674, 11.5424, -8.7958], [20.4565, 8.2914, -10.7944], [18.1795, 10.0073, -7.3044], [17.2692, 6.9376, -4.9240], [15.6999, 7.7618, -8.1001], [14.9501, 7.9886, -12.6097], [16.1489, 10.6044, -6.9124], [21.8531, 9.2789, -11.1567], [17.1042, 8.0810, -12.7169], [21.7939, 10.6763, -8.8133], [17.0096, 8.5523, -13.7029], [19.5436, 11.7220, -9.1091], [20.7728, 6.8253, -4.4305], [16.7928, 12.7943, -3.6402], [13.0381, 12.5401, -5.4832], [15.7867, 7.5864, -10.7502], [19.0604, 9.4313, -5.1068], [21.1594, 9.4277, -9.1483], [19.0187, 8.3567, -3.4120], [18.1663, 15.9461, -8.7417], [13.9542, 12.2221, -4.9742], [17.4051, 10.8106, -6.6291], [17.3375, 13.6696, -9.1629], [15.7452, 15.2853, -7.7777]], "lowdin_spin": [0.0000, 0.0000, 0.0000, 0.0001, 0.0000, -0.0001, 0.0020, 0.0001, 0.0000, 0.0005, 0.0000, 0.0001, 0.0000, -0.0322, 0.0000, 0.0000, 0.0037, 0.0000, 0.0020, 0.0001, 0.0000, 0.0003, 0.0011, 0.0295, 0.0000, 0.0000, 0.0000, 0.0000, 0.0000, 0.0000, 0.0000, 0.0000, 0.0000, 0.0000, 0.0000, 0.0000, 0.0000, 0.0004, 0.0000, 0.0001, 0.0000, 0.0000, 0.0000, 0.0001, 0.0000, 0.0001, 0.0001, 0.0000, 0.0000, 0.0000, 0.0000, 0.0001, 0.0062, 0.0002, 0.0082, 0.0001, 3.8453, 0.0000, 0.0233, 0.0000, 0.0003, 0.0000, 0.0294, 0.0000, 0.0000, 0.0016, 0.0000, 0.0290, 0.0000, 0.0000, 0.0000, 0.0025, 0.0003, 0.0000, 0.0001, 0.0010, -0.0001, 0.0036, 0.0394, 0.0012]}



{"formula": "C16H40FINO8PTa", "method": "wB97M-V/def2-TZVPD", "charge": -1, "orbital_gap_ev": 6.35, "homo_energy_ev": -4.55, "largest_force_ev_per_a": 2.96, "total_energy_ev": -56765.2832, "de_lowest_kcal_mol": 0.0, "elements": ["H", "F", "H", "O", "H", "H", "C", "C", "C", "C", "C", "H", "H", "H", "O", "H", "H", "H", "C", "O", "H", "H", "C", "H", "H", "O", "C", "C", "H", "H", "H", "H", "I", "H", "H", "H", "O", "H", "H", "C", "C", "H", "O", "H", "H", "C", "H", "H", "H", "H", "H", "H", "H", "H", "N", "H", "H", "P", "O", "C", "H", "C", "H", "H", "H", "C", "Ta", "O", "C"], "positions_angstrom": [[5.3258, -0.5048, -3.6936], [-2.1473, -1.5292, -5.9533], [2.7205, 0.9083, -0.3785], [4.4128, 1.3037, 0.6058], [-3.2863, 0.6149, -3.4331], [5.1553, 3.1010, 1.3464], [-3.9198, -1.3685, 0.8698], [5.1191, 2.0362, 1.5857], [-3.0000, -3.5350, 0.8457], [2.6029, 1.7995, 4.1833], [-6.2935, -1.9596, 4.1636], [5.4073, 2.2198, 3.6896], [6.1409, 1.6531, 1.5297], [0.2668, -0.6239, -6.6030], [-3.3822, -2.4333, 1.6417], [-5.5972, 0.2697, 5.2878], [2.4538, 1.7808, 1.1269], [3.7082, -3.0647, -3.8505], [4.6478, 1.8163, 3.0039], [2.7145, 0.7854, -5.4478], [1.6295, 2.2839, 4.1745], [-6.6394, -2.8213, 4.7538], [-4.9603, -0.5999, 1.6455], [1.0209, 0.9919, -3.6821], [-2.7615, -4.3626, 1.5126], [-2.9484, 0.3568, -2.5804], [1.2275, -0.0509, -3.8258], [4.3337, -0.6762, -3.3091], [-5.4205, -0.9804, 6.5545], [3.2721, 5.6080, -1.2452], [-7.2670, -2.7978, 2.4988], [-3.1071, -0.6814, 0.6018], [-3.5155, -2.8361, -3.1245], [3.7744, 2.9093, -1.3856], [-6.9973, -1.1321, 4.3102], [2.4699, 0.7479, 3.9072], [-5.0020, -1.5986, 4.6179], [4.2033, 5.9291, 0.2343], [-2.1163, -3.2970, 0.2437], [2.9111, -2.4393, -4.2041], [3.9282, 5.1623, -0.4883], [-4.5668, -0.2656, 2.6080], [3.2772, 4.1330, 0.2151], [4.4246, -1.4268, -2.5453], [1.3313, -0.5510, -2.8770], [-5.0136, -0.6020, 5.6075], [-5.5295, -3.1037, 2.4994], [-3.8096, -3.8443, 0.1782], [3.0169, 1.8562, 5.1985], [2.0391, 3.0556, -1.0169], [4.0093, 0.2376, -2.8375], [4.5528, 0.7394, 3.1840], [-1.2084, 0.9602, -5.0986], [2.6153, -2.8239, -5.1600], [3.4477, -1.0974, -4.3837], [4.8404, 4.7967, -0.9748], [2.0695, -2.4924, -3.5347], [-1.9509, -0.9541, -2.7261], [3.4202, 2.4729, 3.2565], [2.4672, -0.0857, -4.6381], [-5.1976, 0.2908, 1.0613], [-6.2917, -2.3487, 2.7038], [-0.0133, -2.5277, -4.6534], [-3.9838, -0.2889, 5.7679], [-4.3636, -1.7489, -0.0556], [3.0409, 2.9767, -0.5750], [-0.6023, -0.7931, -4.9840], [-6.2063, -1.2661, 1.8006], [3.1005, 1.7159, 0.2501]], "nbo_charge": [0.1899, -0.6169, 0.1978, -0.5405, 0.4843, 0.1869, -0.1037, -0.0829, -0.2496, -0.2459, -0.0904, 0.1647, 0.1822, -0.4043, -0.5579, 0.1631, 0.1883, 0.1872, -0.0904, -0.5875, 0.1938, 0.1650, -0.0847, 0.2627, 0.1766, -0.9903, -1.0913, -0.4011, 0.1582, 0.1677, 0.1801, 0.1842, -0.2319, 0.1760, 0.1676, 0.1680, -0.5431, 0.1856, 0.1807, -0.4075, -0.2455, 0.1777, -0.5497, 0.1860, 0.2316, -0.2442, 0.1957, 0.1727, 0.1591, 0.1830, 0.1910, 0.1714, -0.4406, 0.2053, -0.5156, 0.1631, 0.1909, 0.2485, -0.5456, 0.7143, 0.1900, -0.0849, -0.4369, 0.1917, 0.1888, -0.0971, 2.0404, -0.5426, -0.0890]}



{"formula": "C16H40N3O7", "method": "wB97M-V/def2-TZVPD", "charge": 1, "orbital_gap_ev": 8.24, "homo_energy_ev": -11.37, "largest_force_ev_per_a": 4.30, "total_energy_ev": -36034.6793, "de_lowest_kcal_mol": 0.0, "elements": ["H", "N", "O", "C", "H", "C", "H", "C", "H", "C", "H", "H", "C", "C", "H", "H", "O", "H", "H", "C", "H", "H", "H", "H", "C", "H", "H", "H", "H", "O", "H", "C", "C", "H", "H", "O", "C", "H", "C", "H", "H", "H", "H", "H", "C", "H", "H", "H", "N", "O", "H", "N", "H", "O", "C", "H", "H", "C", "H", "H", "O", "H", "H", "C", "H", "H"], "positions_angstrom": [[-2.1995, 0.1989, -1.6687], [0.4558, -1.9946, 1.6246], [-2.3981, -0.4438, -0.9747], [7.7809, -0.4707, 6.8177], [-6.3199, 3.3653, -7.1945], [-6.4166, 2.2762, -7.1360], [8.5369, -0.6053, 6.0422], [1.0490, 0.1884, 1.2726], [2.0038, -2.3973, -1.3180], [-5.1457, 1.6492, -6.5988], [5.3196, -0.5652, 0.8338], [-5.3885, 4.3586, -0.2205], [-4.6017, -0.6627, -1.9413], [1.0267, -2.5846, -1.7728], [-4.0195, 0.6496, -0.3266], [-7.3187, 2.3051, -5.4124], [-7.5175, 1.9588, -6.2915], [-4.3670, -1.6638, -2.3112], [-6.6334, 3.9679, -2.3660], [5.9895, -1.8481, 2.1451], [-4.3575, 0.0389, -2.7416], [-5.2522, 0.5642, -6.5318], [-4.5360, 2.8163, -0.4438], [5.6172, -2.7607, 2.6129], [-5.7033, 3.4338, -2.1496], [7.8104, 0.5710, 7.1516], [7.2662, -1.2994, 8.7449], [-5.6725, -0.6041, -1.7384], [3.1642, -0.1029, 1.5468], [6.5048, -0.7295, 6.2351], [-0.0808, -2.8614, 1.7290], [-3.7977, -0.3556, -0.6957], [-0.1097, -0.7228, 1.3584], [-1.1892, -0.4605, 1.2391], [-6.5205, 1.6690, -2.2730], [4.9784, -1.3671, 1.2519], [0.5485, 2.2612, 1.9812], [0.7984, -0.5956, -2.5950], [1.8485, -1.8485, 1.7141], [9.0117, -1.2304, 8.4246], [-4.8828, 3.9560, -2.6439], [1.5346, -1.7684, -3.7027], [5.4093, -0.5502, 3.7673], [0.2552, -2.4756, -1.0056], [8.0341, -1.4162, 7.9753], [7.9927, -2.4542, 7.6380], [6.6580, 0.1206, 2.7289], [-4.0284, -1.0720, 0.0951], [2.2424, -0.5476, 1.5299], [-0.4932, -1.9022, -3.5145], [6.8805, -2.0975, 1.5630], [0.8410, 1.5845, 0.9653], [-6.2699, 2.8179, -0.1576], [-5.7870, 2.1234, -2.7066], [0.7752, -1.6386, -2.9307], [0.9902, -3.6200, -2.1185], [-1.1630, -1.7766, -2.8283], [6.3048, -0.8036, 3.1964], [5.8398, -0.6000, 6.9227], [7.0691, -1.1623, 3.8848], [0.3890, 2.7137, 3.0349], [-6.6387, 1.8967, -8.1343], [2.5694, -2.6785, 1.9029], [-5.4602, 3.3594, -0.6548], [-4.2930, 1.8806, -7.2414], [-4.9341, 2.0127, -5.5890]], "nbo_charge": [0.4758, -0.4765, -0.7611, -0.0628, 0.1542, -0.0601, 0.1756, 0.2864, 0.1979, -0.6358, 0.4712, 0.2216, -0.6368, -0.6361, 0.1630, 0.4609, -0.7203, 0.2136, 0.1666, -0.0663, 0.2275, 0.2113, 0.1949, 0.1791, -0.0651, 0.1625, 0.2004, 0.2142, 0.4886, -0.7385, 0.4685, -0.0647, -0.0685, 0.2943, 0.4645, -0.7672, 0.9225, 0.1482, 0.2631, 0.2210, 0.1804, 0.1887, 0.2086, 0.1815, -0.6340, 0.2130, 0.1981, 0.1729, -0.4814, -0.7141, 0.1766, -0.5886, 0.2021, -0.7314, -0.0593, 0.2264, 0.4665, -0.6300, 0.4650, 0.2423, -0.4037, 0.1796, 0.2738, -0.6311, 0.2099, 0.2006]}